(1)
{"formula": "C3H8N2O", "method": "ωB97M-V/def2-TZVPD", "symbols": ["C", "N", "C", "C", "N", "O", "H", "H", "H", "H", "H", "H", "H", "H"], "xyz": [[-1.5178, -0.2566, 1.3319], [-0.5734, 0.5181, 0.5217], [-0.3015, -0.1920, -0.7214], [1.1587, -0.1004, -1.2111], [2.1522, 0.1842, -0.3534], [1.5295, -0.4144, -2.4324], [-1.4743, 0.1822, 2.3847], [-1.2450, -1.2810, 1.3002], [-2.5791, -0.1742, 0.9914], [-0.4578, 1.5105, 0.6087], [-0.5717, -1.2903, -0.6209], [-1.0174, 0.3381, -1.4511], [2.9560, 0.4684, -0.9214], [1.9415, 0.5074, 0.5731]], "smiles": "CNCC(N)=O", "lumo_energy_ev": 0.856, "de_lowest_ev": 1.6929, "total_energy_ha": -303.8299, "spin_multiplicity": 1}

(2)
{"formula": "C3H8N2O", "method": "ωB97M-V/def2-TZVPD", "symbols": ["C", "N", "C", "O", "C", "N", "H", "H", "H", "H", "H", "H", "H", "H"], "xyz": [[0.1302, -1.3164, -1.9766], [-0.5853, -0.4308, -0.9049], [0.3903, 0.2987, -0.0580], [1.5428, 0.1869, -0.3746], [0.0620, 0.7541, 1.3222], [-1.2686, 0.6360, 1.8104], [0.3654, -0.7402, -2.8135], [0.9248, -2.0000, -1.6397], [-0.6431, -2.0401, -2.2476], [-1.2811, -0.7550, -0.1829], [0.5503, 1.7111, 1.5117], [0.6655, 0.2444, 2.1170], [-1.4060, 0.9519, 2.7751], [-2.0357, 1.2780, 1.4132]], "smiles": "CNC(=O)CN", "lumo_energy_ev": 0.847, "de_lowest_ev": 2.1192, "total_energy_ha": -303.8143, "spin_multiplicity": 1}

(3)
{"formula": "C3H8N2O", "method": "ωB97M-V/def2-TZVPD", "symbols": ["H", "N", "C", "C", "N", "O", "C", "H", "H", "H", "H", "H", "H", "H"], "xyz": [[1.4497, 2.1141, -0.0463], [0.7111, 1.4619, -0.1932], [0.7333, 0.1931, 0.0401], [2.2218, -0.4125, -0.0633], [-0.3343, -0.7296, 0.1301], [-1.4715, -0.4721, -0.5985], [-2.4834, 0.3467, 0.1303], [3.0508, 0.1665, 0.0309], [2.3544, -1.0221, -0.9156], [2.4099, -1.2985, 0.5710], [-0.3473, -1.8808, 0.1051], [-2.9143, -0.1319, 1.0779], [-3.4288, 0.5120, -0.4822], [-1.9513, 1.1532, 0.2138]], "smiles": "[H]/N=C(\\C)NOC", "lumo_energy_ev": 0.905, "de_lowest_ev": 5.5220, "total_energy_ha": -303.6892, "spin_multiplicity": 1}

(4)
{"formula": "C3H8N2O2", "method": "ωB97M-V/def2-TZVPD", "symbols": ["C", "C", "N", "C", "N", "H", "H", "H", "H", "H", "H", "O", "H", "H", "O"], "xyz": [[1.9745, -0.9874, -0.2161], [2.2591, 0.2653, -0.6896], [1.1149, 0.8735, -1.1487], [0.1510, 0.0168, -0.8983], [0.6264, -1.1237, -0.3580], [2.5992, -1.6965, 0.2892], [3.2411, 0.6781, -0.8637], [-0.8935, 0.1864, -1.1100], [0.0652, -1.9415, -0.1112], [-0.5135, -0.3169, 2.1418], [-0.1043, 1.1098, 2.1453], [-0.2752, 0.3861, 2.7757], [-3.8875, -0.0595, 0.3212], [-4.7345, 1.0613, -0.3103], [-3.9851, 0.4755, -0.4832]], "lumo_energy_ev": [3.816, 3.832], "charge": -1, "de_lowest_ev": 0.9367, "total_energy_ha": -379.0668, "spin_multiplicity": 2}

(5)
{"formula": "C3H8N2O2", "method": "ωB97M-V/def2-TZVPD", "symbols": ["N", "C", "O", "C", "N", "C", "O", "H", "H", "H", "H", "H", "H", "H", "H"], "xyz": [[-0.6826, -0.6732, -2.5146], [-0.6983, -0.7807, -1.1354], [-1.4199, -1.5546, -0.5686], [0.2298, 0.1951, -0.4058], [-0.3088, 0.5843, 0.8862], [0.6765, 1.3845, 1.6082], [1.8055, 0.6161, 1.9217], [-1.3308, -1.3499, -2.8933], [0.1716, -0.6052, -3.0435], [1.1585, -0.3597, -0.2564], [0.4408, 1.0459, -1.0659], [-1.0576, 1.2408, 0.6776], [1.0544, 2.1991, 0.9732], [0.1881, 1.8153, 2.4831], [1.5778, 0.0474, 2.6670]], "smiles": "NC(=O)CNCO", "lumo_energy_ev": 0.829, "de_lowest_ev": 1.1589, "total_energy_ha": -379.0984, "spin_multiplicity": 1}

(6)
{"formula": "C3H8N2O2", "method": "ωB97M-V/def2-TZVPD", "symbols": ["C", "C", "N", "N", "H", "H", "H", "H", "H", "H", "H", "O", "C", "O", "H"], "xyz": [[-0.8590, -0.6695, 0.7890], [-1.3701, 0.2644, -0.0408], [-2.6013, 0.7718, 0.0933], [0.5147, -1.0258, 0.6197], [-1.3969, -1.1629, 1.5999], [-0.8312, 0.5643, -0.9343], [-2.7818, 1.5553, -0.5310], [-3.0057, 0.9073, 1.0122], [0.5914, -2.0447, 0.7298], [1.2691, -0.5054, 1.0788], [0.7663, -0.8158, -0.4033], [2.5463, 0.6917, 0.2624], [2.4265, 0.5863, -1.0025], [1.5673, -0.1877, -1.5905], [3.1643, 1.0709, -1.6828]], "lumo_energy_ev": 0.684, "de_lowest_ev": 1.8975, "total_energy_ha": -379.0713, "spin_multiplicity": 1}

(7)
{"formula": "C3H8N2O2", "method": "ωB97M-V/def2-TZVPD", "symbols": ["C", "N", "C", "N", "O", "H", "H", "H", "H", "H", "H", "C", "O", "H", "H"], "xyz": [[-0.1115, 1.5392, 0.3601], [-0.6886, 0.4288, 0.2035], [-0.4853, -0.2303, -1.1023], [-1.7279, -0.6130, -1.7075], [0.2362, -1.4000, -0.9004], [-0.2043, 2.0703, 1.3121], [0.5125, 2.0152, -0.4126], [0.0365, 0.4661, -1.7879], [-2.1456, -1.3367, -1.1275], [-2.3656, 0.1772, -1.7190], [1.0550, -1.1817, -0.4194], [1.4565, -0.8858, 2.0312], [2.1859, -0.8114, 1.0671], [0.3908, -1.1529, 1.9351], [1.8326, -0.6634, 3.0458]], "smiles": "C=N[C@H](N)O.C=O", "lumo_energy_ev": 0.486, "de_lowest_ev": 2.5660, "total_energy_ha": -379.0467, "spin_multiplicity": 1}

(8)
{"formula": "C3H8N2O2", "method": "ωB97M-V/def2-TZVPD", "symbols": ["H", "N", "C", "N", "O", "C", "H", "H", "H", "H", "H", "C", "O", "H", "H"], "xyz": [[-1.9389, -1.8258, -0.1011], [-0.9727, -1.5319, -0.0373], [-0.8071, -0.3612, 0.3926], [-1.6983, 0.4952, 0.9721], [0.5347, 0.1110, 0.5322], [1.5458, -0.8839, 0.5015], [-2.6725, 0.3228, 0.7769], [-1.4356, 1.4672, 0.9791], [2.4964, -0.3619, 0.6456], [1.5258, -1.4071, -0.4629], [1.3795, -1.6168, 1.3006], [0.5206, 1.3642, -1.3197], [-0.6376, 1.7374, -1.2429], [1.3637, 1.9753, -0.9687], [0.7961, 0.5154, -1.9681]], "smiles": "[H]/N=C(\\N)OC.C=O", "lumo_energy_ev": 0.976, "de_lowest_ev": 2.3666, "total_energy_ha": -379.0540, "spin_multiplicity": 1}

(9)
{"formula": "C3H8N2O2", "method": "ωB97M-V/def2-TZVPD", "symbols": ["C", "C", "C", "N", "N", "O", "O", "H", "H", "H", "H", "H", "H", "H", "H"], "xyz": [[-2.7382, 1.0106, -0.0811], [3.5184, -0.4749, 0.6127], [1.5740, -0.2533, -0.7099], [-1.9199, 0.2854, 0.8040], [-1.7492, -0.9147, 0.4931], [-2.2827, -1.4758, -0.4574], [2.6001, 0.1541, -0.0018], [-2.4909, 2.0489, -0.3447], [-3.8474, 1.1588, 0.1262], [-2.5982, 0.5491, -1.0240], [4.0978, 0.0285, 1.2194], [-1.1268, -1.3399, 1.1501], [3.3287, -1.4857, 0.5855], [1.4935, -1.2791, -0.9312], [1.0858, 0.3585, -1.3823]], "lumo_energy_ev": [0.478, 0.629], "de_lowest_ev": 8.6640, "total_energy_ha": -378.8226, "spin_multiplicity": 1}

(10)
{"formula": "C3H8N2O2", "method": "ωB97M-V/def2-TZVPD", "symbols": ["O", "C", "N", "C", "C", "O", "H", "H", "H", "H", "H", "N", "H", "H", "H"], "xyz": [[-0.6057, -1.9642, 0.3461], [0.1461, -1.0219, 0.4622], [0.3634, -0.0079, -0.4283], [1.1340, 1.0600, 0.1663], [1.6902, 0.3566, 1.4211], [0.9246, -0.8388, 1.5620], [-0.4059, 0.1610, -1.0837], [0.5105, 1.9262, 0.4229], [1.9378, 1.3999, -0.4947], [1.5686, 0.9495, 2.3305], [2.7440, 0.0853, 1.3100], [-2.2785, -0.3542, -1.5385], [-2.0086, -1.2568, -1.1445], [-2.7445, -0.5242, -2.4246], [-2.9761, 0.0295, -0.9068]], "smiles": "O=C1NCCO1.N", "lumo_energy_ev": 0.882, "de_lowest_ev": 0.2387, "total_energy_ha": -379.1322, "spin_multiplicity": 1}

(11)
{"formula": "C3H8N2O2", "method": "ωB97M-V/def2-TZVPD", "symbols": ["N", "C", "O", "N", "C", "C", "O", "H", "H", "H", "H", "H", "H", "H", "H"], "xyz": [[-0.6814, 1.0094, -1.9658], [0.3922, 0.4772, -1.2575], [1.1665, -0.3158, -1.7525], [0.4455, 0.8855, 0.0679], [0.8936, -0.0989, 1.0439], [-0.2569, -1.0295, 1.4417], [-0.8792, -1.6414, 0.3365], [-0.5985, 0.8545, -2.9605], [-1.0081, 1.9336, -1.7202], [-0.3456, 1.4350, 0.3796], [1.2863, 0.4157, 1.9287], [1.7040, -0.6625, 0.5780], [-0.9894, -0.4657, 2.0463], [0.1229, -1.8442, 2.0655], [-1.2519, -0.9530, -0.2316]], "smiles": "NC(=O)NCCO", "lumo_energy_ev": 0.661, "de_lowest_ev": 0.4905, "total_energy_ha": -379.1230, "spin_multiplicity": 1}

(12)
{"formula": "C3H8N2O2", "method": "ωB97M-V/def2-TZVPD", "symbols": ["C", "N", "C", "O", "N", "O", "C", "H", "H", "H", "H", "H", "H", "H", "H"], "xyz": [[2.3216, -0.8111, -0.0088], [1.5243, 0.3743, 0.5781], [0.2909, 0.5716, -0.0926], [-0.1682, 1.6378, -0.3768], [-0.1929, -0.6476, -0.4513], [-1.5276, -0.6669, -0.5170], [-2.2939, -0.1665, 0.6071], [2.2214, -1.7570, 0.6275], [3.4198, -0.4182, 0.0515], [2.0080, -0.8479, -1.1705], [2.0578, 1.3016, 0.7370], [0.0790, -1.1932, 0.3753], [-1.7529, -0.6828, 1.5158], [-3.4257, -0.7435, 0.5126], [-2.2717, 0.9238, 0.5792]], "smiles": "CNC(=O)NOC", "lumo_energy_ev": 0.767, "de_lowest_ev": 4.4428, "total_energy_ha": -378.9777, "spin_multiplicity": 1}

(13)
{"formula": "C3H8N2O2", "method": "ωB97M-V/def2-TZVPD", "symbols": ["O", "C", "O", "H", "C", "N", "C", "N", "H", "H", "H", "H", "H", "H", "H"], "xyz": [[-1.4824, 1.0954, -1.5695], [-0.2994, 1.1114, -2.0605], [0.7937, 0.7692, -1.5168], [-0.2396, 1.6049, -3.0618], [1.2353, 0.7306, 1.1567], [0.4072, -0.4611, 1.2886], [-0.6141, -0.6598, 0.4797], [-1.2337, -1.7744, 0.2026], [2.2427, 0.4082, 0.8515], [1.3096, 1.1967, 2.1485], [0.7507, 1.3731, 0.4196], [0.8526, -1.2303, 1.7872], [-0.9625, 0.2832, -0.0343], [-0.9602, -2.6386, 0.5818], [-1.7997, -1.8085, -0.6733]], "lumo_energy_ev": 0.281, "de_lowest_ev": 1.9293, "total_energy_ha": -379.0701, "spin_multiplicity": 1}

(14)
{"formula": "C3H8N2O2", "method": "ωB97M-V/def2-TZVPD", "symbols": ["N", "C", "O", "N", "C", "C", "O", "H", "H", "H", "H", "H", "H", "H", "H"], "xyz": [[-1.8519, -1.6040, -0.4735], [-0.5431, -1.1918, -0.3336], [0.2780, -1.8470, 0.3043], [-0.2222, -0.0330, -0.9852], [0.9539, 0.7338, -0.5931], [0.8266, 1.3202, 0.8101], [0.8617, 0.3604, 1.8362], [-2.0892, -2.3358, 0.1809], [-2.5590, -0.8886, -0.5624], [-0.9525, 0.4589, -1.4753], [1.0785, 1.5402, -1.3234], [1.8370, 0.0896, -0.6566], [-0.1223, 1.8819, 0.8592], [1.6371, 2.0446, 0.9702], [0.8677, -0.5296, 1.4424]], "smiles": "NC(=O)NCCO", "lumo_energy_ev": 0.658, "de_lowest_ev": 0.3204, "total_energy_ha": -379.1292, "spin_multiplicity": 1}

(15)
{"formula": "C3H8N2O2", "method": "ωB97M-V/def2-TZVPD", "symbols": ["N", "C", "O", "O", "H", "H", "H", "C", "C", "N", "H", "H", "H", "H", "H"], "xyz": [[0.8500, -1.5350, 0.4200], [1.0043, -1.7637, -0.9396], [1.9061, -2.4752, -1.3366], [0.0736, -1.2586, -1.7808], [0.4347, -2.3106, 0.9254], [1.7596, -1.2839, 0.7964], [-0.3600, -0.6155, -1.2938], [-0.1868, 1.8264, 1.4101], [-0.9272, 0.9863, 0.6462], [-0.9882, 1.0234, -0.7895], [0.2075, 1.6468, 2.4305], [0.1708, 2.7373, 0.9052], [-1.5437, 0.1652, 1.0289], [-1.9185, 0.9789, -1.2731], [-0.4820, 1.8781, -1.1495]], "smiles": "NC(=O)O.C=CN", "lumo_energy_ev": 0.671, "de_lowest_ev": 1.8404, "total_energy_ha": -379.0734, "spin_multiplicity": 1}

(16)
{"formula": "C3H8N2O2", "method": "ωB97M-V/def2-TZVPD", "symbols": ["O", "C", "O", "C", "H", "H", "H", "N", "C", "N", "H", "H", "H", "H", "H"], "xyz": [[1.3831, 1.0280, 1.2519], [0.5656, 1.6266, 0.4789], [-0.7220, 1.6886, 0.6470], [1.0413, 2.1906, -0.8702], [0.2710, 2.9568, -1.1857], [2.0355, 2.5986, -0.7832], [1.0891, 1.3656, -1.5284], [-0.5022, -0.7739, 0.9690], [-1.1218, -1.5981, 0.1932], [-0.5919, -2.7086, -0.4356], [0.5548, -0.8571, 0.9728], [-0.8665, 0.5203, 0.9852], [-2.2002, -1.4418, -0.0235], [-1.2125, -3.5197, -0.6330], [0.2768, -3.0759, -0.0385]], "lumo_energy_ev": 0.413, "de_lowest_ev": 1.4939, "total_energy_ha": -379.0861, "spin_multiplicity": 1}

(17)
{"formula": "C3H8N2O2", "method": "ωB97M-V/def2-TZVPD", "symbols": ["C", "C", "N", "C", "N", "H", "H", "H", "H", "O", "H", "H", "O", "H", "H"], "xyz": [[-1.3610, -1.4456, -1.2415], [-1.7685, -0.1408, -1.2492], [-0.7779, 0.5891, -0.6261], [0.2754, -0.3218, -0.3700], [-0.0373, -1.6061, -0.6367], [-1.9027, -2.4050, -1.4262], [-2.6000, 0.3203, -1.5628], [-0.5673, 1.4999, -0.7313], [1.3047, 0.0244, -0.0060], [-0.0328, 2.8208, 1.5270], [0.8733, 2.3786, 1.3908], [-0.1217, 2.5316, 2.4682], [2.6595, -0.7597, 1.4555], [1.8307, -1.2453, 1.5768], [3.0007, -1.0252, 0.4336]], "smiles": "c1c[nH]cn1.O.O", "lumo_energy_ev": 0.542, "de_lowest_ev": 2.4452, "total_energy_ha": -379.0511, "spin_multiplicity": 1}